Density functional theory data (ωB97M-V with the def2-TZVPD basis set) for a structure of composition C22H36NO3Yb.

Last column: Löwdin charge in e.
Atoms and positions in Å:
C: 0.70244 4.59052 0.15355  -0.12
O: 1.94913 4.39457 0.81383  -0.21
C: 3.00479 4.13045 -0.11395  -0.23
C: 2.95385 2.66280 -0.68425  -0.16
C: 3.87702 1.73738 0.20950  -0.19
C: 3.27558 0.26985 0.27166  -0.22
C: 4.39655 -0.84123 0.30222  -0.20
C: 3.72845 -2.28159 0.31735  -0.20
C: 3.23347 -2.57503 -1.14283  -0.20
C: 1.87077 -3.33964 -1.23215  -0.20
C: 0.74927 -2.75058 -0.31668  -0.22
C: -0.64181 -3.46946 -0.61274  -0.18
C: -1.64100 -2.36537 -1.08823  -0.19
C: -1.91952 -1.27145 0.02215  -0.30
C: -3.51071 -0.84602 0.11100  -0.18
C: -3.92888 -0.31537 1.58699  -0.27
C: -3.60609 -1.33906 2.79910  -0.02
C: -2.22830 -0.95099 3.61608  -0.40
O: -1.72757 -1.70014 4.36312  0.20
O: -1.53499 0.35215 3.45836  -0.09
C: -3.73034 0.30719 -0.84594  -0.24
C: -3.27264 0.27837 -2.22863  -0.02
C: -3.47252 1.40453 -3.05825  -0.15
N: -4.08968 2.59002 -2.80645  0.07
C: -4.53581 2.56191 -1.53431  -0.16
C: -4.40543 1.56061 -0.53284  -0.05
H: 0.85874 5.24876 -0.73580  0.10
H: 0.23915 3.64022 -0.22093  0.07
H: 0.01812 5.13157 0.84324  0.09
H: 3.95421 4.26272 0.45762  0.13
H: 3.04579 4.88462 -0.94529  0.12
H: 1.92955 2.22077 -0.64675  0.09
H: 3.28727 2.65576 -1.74572  0.12
H: 3.88764 2.12528 1.25238  0.11
H: 4.89624 1.72337 -0.23729  0.12
H: 2.59265 0.12823 -0.60506  0.09
H: 2.68606 0.21033 1.22583  0.10
H: 4.96127 -0.77802 -0.66070  0.11
H: 5.04361 -0.66529 1.19079  0.12
H: 2.91702 -2.22221 1.07737  0.08
H: 4.45322 -3.05214 0.67090  0.11
H: 4.00615 -3.24124 -1.60916  0.12
H: 3.20546 -1.66050 -1.78102  0.11
H: 1.51123 -3.24073 -2.29076  0.12
H: 1.93902 -4.43333 -1.03463  0.12
H: 0.99279 -2.91584 0.76269  0.10
H: 0.66543 -1.63821 -0.44829  0.09
H: -0.43137 -4.19119 -1.43696  0.11
H: -1.04502 -3.99688 0.27997  0.11
H: -2.58864 -2.74131 -1.52808  0.12
H: -1.12872 -1.80331 -1.91584  0.11
H: -1.52857 -1.73851 1.01270  0.10
H: -1.27724 -0.30217 -0.17389  0.07
H: -3.50761 0.76623 1.75621  0.06
H: -5.03554 -0.17432 1.58086  0.13
H: -4.41139 -1.18648 3.56231  0.14
H: -3.61251 -2.40801 2.50863  0.14
H: -0.64956 0.34787 3.91303  0.17
H: -2.76950 -0.61901 -2.62914  0.09
H: -3.06401 1.32026 -4.09299  0.11
H: -5.09539 3.47880 -1.23150  0.11
H: -4.81873 1.73649 0.47708  0.09
Yb: -1.62281 0.33300 1.57053  1.25

Forces on atoms 1 to 2 (eV/Å):
C 0.0 0.6 -0.4
O -0.2 -0.1 -0.7

Results
Charge: +1
Frontier orbital gap in eV: 6.17
Highest occupied orbital energy in eV: -10.57



Density functional theory data (ωB97M-V with the def2-TZVPD basis set) for the molecule C6H4O.

Last column: natural (NBO) charge in e.
Atoms and positions in Å:
C: 2.35040 0.54926 -0.29324  -0.20
C: 1.19346 0.70402 -0.00121  0.00
C: -0.04946 -0.27519 1.52093  0.33
C: -0.21989 0.77886 0.41394  -0.48
C: -1.14773 0.14659 -0.59334  -0.24
C: -1.28267 -1.11236 -0.21009  0.09
O: -0.60195 -1.35923 0.99955  -0.47
H: 3.37292 0.43674 -0.57496  0.24
H: -0.46296 1.79275 0.74514  0.27
H: -1.59972 0.61493 -1.45753  0.24
H: -1.78876 -1.97362 -0.62214  0.22

Forces on atoms 1 to 2 (eV/Å):
C -0.5 0.1 0.0
C 0.6 0.2 -0.5

Results
Charge: 0
Frontier orbital gap in eV: 9.62
Energy relative to the best compared isomer or geometry (same formula, charge and spin) in eV: 3.7379
Highest occupied orbital energy in eV: -9.06



Density functional theory data (ωB97M-V with the def2-TZVPD basis set) for a structure of composition C3FMnO3.

Last column: Mulliken spin population.
Atoms and positions in Å:
C: -1.62206 0.84932 0.53288  0.03
C: -0.77450 0.53042 -0.35313  -0.02
O: -0.00409 -0.08108 -1.08719  -0.02
F: -2.16612 2.01665 0.92625  -0.01
Mn: -2.34598 -1.29049 1.79864  5.01
O: 2.33387 -0.02969 0.33834  0.00
C: 2.11127 -0.61552 -0.66370  0.01
O: 2.46761 -1.37962 -1.49208  0.00

Forces on atoms 1 to 2 (eV/Å):
C -0.4 -1.3 0.7
C 0.7 -0.9 -0.2

Results
Charge: -1
Frontier orbital gap (spin up / spin down) in eV: 5.78 / 4.67
Energy relative to the best compared isomer or geometry (same formula, charge and spin) in eV: 0.0000
Spin multiplicity: 6
Highest occupied orbital energy (spin up / spin down) in eV: -2.29 / -1.24



Density functional theory data (ωB97M-V with the def2-TZVPD basis set) for the molecule C4H8O2.

Last column: natural (NBO) charge in e.
Atoms and positions in Å:
C: 1.54434 0.13650 -0.20547  -0.62
C: 0.15089 -0.16453 0.33380  0.22
O: 0.28555 -0.71493 1.61662  -0.70
C: -0.79105 -0.80126 -0.75969  -0.10
O: -1.39325 0.47273 -1.00332  -0.54
C: -0.84073 1.01675 0.19244  -0.09
H: 1.35746 0.34480 -1.24715  0.21
H: 2.22038 -0.72731 -0.10925  0.22
H: 2.03865 1.00100 0.25384  0.22
H: -0.59761 -0.88972 1.96125  0.47
H: -1.52506 -1.52487 -0.36828  0.17
H: -0.40802 -1.20200 -1.71708  0.19
H: -1.57278 1.01693 1.01603  0.16
H: -0.46879 2.03591 0.03625  0.18

Forces on atoms 1 to 2 (eV/Å):
C -0.2 -0.2 0.1
C 0.3 0.5 -0.3

Results
SMILES string: CC1(O)COC1
Charge: 0
Frontier orbital gap in eV: 10.72
Energy relative to the best compared isomer or geometry (same formula, charge and spin) in eV: 1.9873
Highest occupied orbital energy in eV: -9.85



Density functional theory data (ωB97M-V with the def2-TZVPD basis set) for a structure of composition C19H17BrIrN3O4S3SbSe.

Last column: natural (NBO) charge in e.
Atoms and positions in Å:
Ir: -0.47561 -0.40388 0.09087  0.91
S: 4.23314 -1.41995 3.10170  -0.72
Sb: 2.05417 -1.15369 2.64976  1.52
S: 1.86676 -0.17736 0.50197  -0.58
S: 1.16485 0.24512 4.20772  -0.80
Br: -3.03467 1.88532 -0.98987  0.03
C: -2.38781 1.35534 -2.69645  0.06
C: -3.19111 1.80672 -3.70766  -0.30
C: -2.85708 1.58302 -5.05291  -0.22
C: -1.68672 0.95816 -5.33334  -0.19
C: -0.82803 0.49378 -4.30531  -0.05
C: 0.38730 -0.10053 -4.70521  -0.21
C: 1.23872 -0.58434 -3.76785  -0.20
C: 0.88944 -0.52872 -2.40898  -0.28
C: -0.27745 0.03346 -1.91461  -0.07
C: -1.16461 0.62292 -2.91133  -0.20
H: -4.08828 2.35593 -3.45848  0.22
H: -3.51810 1.92392 -5.83978  0.21
H: -1.38006 0.79477 -6.36032  0.20
H: 0.61588 -0.15676 -5.76340  0.20
H: 2.18089 -1.03791 -4.05232  0.21
H: 1.58732 -0.97643 -1.71976  0.24
C: -0.19248 3.79008 2.37342  -0.14
C: 0.59367 3.57342 1.25641  -0.25
C: 0.39880 2.43052 0.50564  0.09
N: -0.53433 1.52125 0.81015  -0.40
C: -1.32478 1.76062 1.86321  0.08
C: -1.18181 2.86914 2.67020  -0.23
H: -0.03810 4.65889 2.99967  0.21
H: 1.37046 4.26756 0.96862  0.22
H: 0.99984 2.21985 -0.36520  0.23
H: -2.10302 1.03612 2.04470  0.21
H: -1.82746 2.98725 3.52864  0.22
C: -4.48075 -3.13207 2.53758  -0.40
N: -3.97689 -2.29094 1.46818  -0.32
C: -4.20466 -2.44645 0.12053  -0.09
C: -3.37851 -1.57168 -0.50430  -0.06
N: -2.63817 -0.88615 0.43524  -0.52
C: -3.02460 -1.36016 1.60744  0.22
H: -5.27349 -3.76289 2.14454  0.21
H: -4.87383 -2.52067 3.34790  0.20
H: -3.66815 -3.75715 2.90587  0.25
H: -4.91330 -3.16156 -0.25831  0.22
H: -3.26185 -1.37616 -1.55708  0.23
H: -2.63408 -1.06496 2.56710  0.24
O: -0.32715 -1.42270 2.10687  -1.08
Se: -0.22111 -2.93559 1.35535  2.75
O: 1.30041 -3.44071 1.71678  -1.02
O: -0.36123 -2.48143 -0.25899  -0.98
O: -1.39118 -3.94531 1.81757  -1.04

Forces on atoms 1 to 2 (eV/Å):
Ir 0.4 0.7 1.3
S 0.1 -0.7 -0.2

Results
Charge: -1
Frontier orbital gap in eV: 6.54
Energy relative to the best compared isomer or geometry (same formula, charge and spin) in eV: 1.0063
Highest occupied orbital energy in eV: -4.68



no.,strongest force on any atom (eV/A)
1,7.86
2,0.80
3,3.11
4,0.73
5,1.58